1.
Computed, not measured: C19H28ClCoO2 as an isolated structure, with ωB97M-V/def2-TZVPD.

```
51
Properties=species:S:1:pos:R:3:forces:R:3:mulliken_charge:R:1
O -1.5280 3.3651 0.0158 -1.05 1.42 -1.33 -0.43
C -2.3356 3.6538 -1.2153 0.14 -0.50 0.40 -0.53
C -2.2836 5.1698 -0.9981 0.41 -0.43 0.63 -0.85
H -3.3166 3.1570 -1.1661 0.29 0.29 0.11 0.31
H -1.8274 3.3016 -2.1252 -0.06 0.08 0.32 0.33
C -1.4055 4.8029 0.2422 -0.18 0.64 -0.09 1.58
H -3.2368 5.6472 -0.7507 0.22 -0.11 -0.08 0.29
H -1.7445 5.7441 -1.7571 -0.22 -0.17 0.06 0.31
C -2.0579 5.1286 1.5579 0.04 0.10 0.02 -1.64
H -3.0694 4.7230 1.5277 -0.05 0.16 0.25 0.39
H -2.0678 6.2086 1.7329 -0.14 -0.10 -0.02 0.39
H -1.5063 4.6573 2.3679 0.00 -0.09 0.14 0.36
C 0.0159 5.3319 0.1456 -0.02 -0.02 0.06 -1.78
H 0.4676 5.1114 -0.8234 -0.07 0.01 0.00 0.37
H 0.6670 4.9291 0.9200 -0.06 -0.18 0.10 0.38
H -0.0069 6.4184 0.2892 0.00 -0.12 -0.14 0.43
Co 1.2014 -3.8503 0.7584 -1.66 -1.18 -7.43 -0.38
C 2.8648 -4.3787 -0.4383 0.48 2.06 0.03 -0.05
C 2.3266 -4.7854 -1.7027 -0.03 0.48 -0.45 -0.68
C 1.8082 -3.6530 -2.3683 0.36 0.97 0.07 -0.75
H 2.3483 -5.8022 -2.1040 -0.09 0.43 0.25 0.40
C 1.9763 -2.5086 -1.5537 0.15 -1.21 -1.36 -0.45
C 2.6769 -2.9120 -0.3607 1.12 -1.83 -0.32 -0.18
H 3.2364 -2.2160 0.2508 -0.09 -0.23 0.00 0.65
H 3.5327 -4.9690 0.1871 -0.22 0.22 -0.28 0.60
H 1.4009 -3.6449 -3.3773 -0.18 -0.09 0.45 0.40
H 1.6813 -1.4853 -1.7889 0.07 -0.42 0.08 0.48
C 1.6031 -4.8718 2.4263 0.15 -0.21 1.64 -0.09
C 2.3700 -3.6721 2.3262 -0.07 0.23 3.00 -0.87
C 1.4573 -2.5736 2.2387 0.08 0.71 2.03 -0.14
H 3.4422 -3.5945 2.4258 -0.03 -0.05 -0.31 0.51
C 0.1297 -3.0866 2.2506 -0.03 0.28 2.04 -0.24
C 0.2143 -4.5207 2.3583 0.27 0.06 1.97 -0.66
H -0.6085 -5.2238 2.4078 0.15 0.23 -0.24 0.46
H 2.0278 -5.8575 2.6108 -0.27 0.25 -0.36 0.45
H 1.7311 -1.5245 2.2478 -0.12 -0.21 -0.25 0.49
H -0.7632 -2.4711 2.2259 0.22 -0.26 -0.33 0.53
O -0.7820 -0.4948 0.4745 0.04 0.37 -1.55 -0.37
C 0.1082 0.6038 0.0834 -0.05 -0.18 0.85 -0.57
C -0.4113 1.2149 -1.2173 -0.23 -0.23 -0.27 0.25
H 1.1498 0.2356 -0.0336 -0.47 0.04 0.22 0.10
H 0.0580 1.3581 0.8949 0.17 -0.53 -0.33 0.38
C -1.7626 0.4759 -1.4196 0.45 0.29 0.28 -0.44
H 0.2795 1.0760 -2.0576 -0.17 -0.36 0.08 0.34
H -0.5360 2.2801 -1.0750 0.30 -0.41 -0.17 -0.26
C -1.4115 -0.8735 -0.7988 0.70 0.21 0.14 -0.27
H -2.0502 0.4403 -2.4759 -0.08 -0.12 0.22 0.35
H -2.5498 0.9747 -0.8134 0.37 -0.37 -0.43 0.20
H -0.6232 -1.3658 -1.4090 -0.57 0.09 0.16 -0.06
H -2.2333 -1.5877 -0.6745 0.25 0.32 0.41 0.43
Cl -0.6576 -4.0857 -0.4616 -0.25 -0.31 -0.24 -0.47
```
Forces are in eV/Å.

Results
<S²>: 6.05
HOMO energy (alpha / beta): -6.88 / -8.44 eV
multiplicity: 5

***

2.
Computed, not measured: C19H28ClCrO6 as an isolated structure, with ωB97M-V/def2-TZVPD.

```
55
Properties=species:S:1:pos:R:3:forces:R:3:mulliken_charge:R:1
O 0.7894 -0.8020 -1.1373 -0.59 -1.68 -3.81 -0.10
C -0.3662 -1.4722 -1.7649 -0.60 0.39 0.74 0.23
C 0.3399 -1.7634 -3.0748 -0.27 0.24 0.69 -0.65
H -1.1882 -0.7544 -1.8602 0.16 -0.48 0.21 -0.88
H -0.5933 -2.3482 -1.1483 -0.35 0.18 -0.20 0.42
C 1.5820 -1.2070 -2.3806 0.28 0.02 0.23 1.62
H 0.0134 -1.1119 -3.8912 -0.04 -0.38 0.08 0.39
H 0.3414 -2.8214 -3.3300 0.22 0.13 -0.23 0.34
C 2.1066 0.0122 -3.0908 0.72 0.22 0.16 -1.84
H 1.4475 0.8688 -2.9010 0.23 -0.19 -0.03 0.31
H 2.1424 -0.1659 -4.1708 0.00 -0.09 0.14 0.49
H 3.1249 0.2281 -2.7432 -0.31 0.23 -0.20 0.38
C 2.5943 -2.2627 -2.0008 0.25 0.13 0.24 -1.73
H 2.1009 -3.1000 -1.4937 0.08 0.18 -0.03 0.38
H 3.3654 -1.8485 -1.3363 -0.25 -0.07 -0.09 0.28
H 3.0896 -2.6533 -2.8940 -0.06 0.09 -0.05 0.41
Cr 1.0393 -0.2065 0.6468 -0.02 1.53 2.16 0.87
C 0.8603 -0.4241 3.6220 -1.03 -0.85 -0.31 -0.67
C -0.4819 -0.5734 3.1620 1.40 -2.97 -0.02 -0.22
C -0.4385 -1.3963 1.9548 -0.34 -0.23 1.72 -0.90
H -1.3650 -0.5000 3.7885 0.25 0.26 -0.33 0.65
C 0.8899 -1.9615 1.8722 1.39 0.85 0.59 -0.99
C 1.7197 -1.1813 2.8089 -1.08 -2.16 -0.44 -0.71
H 2.7888 -1.3139 2.9382 -0.17 0.04 -0.01 0.46
H 1.1193 0.1321 4.5102 0.18 0.05 -0.26 0.56
H -1.3420 -1.8562 1.5538 0.27 -0.03 0.05 0.82
H 1.1775 -2.8622 1.3296 0.06 0.34 -0.01 0.67
C 2.0401 1.9479 2.0828 0.54 -0.22 -0.77 -0.09
C 2.9569 1.2036 1.2909 -0.05 1.36 -0.99 -1.26
C 2.5162 1.2652 -0.0904 -0.61 0.71 1.50 -0.48
H 3.8904 0.7483 1.6054 -0.21 0.08 0.08 0.39
C 1.2426 1.9703 -0.0878 1.27 0.43 0.86 -0.66
C 0.9834 2.3955 1.2581 0.60 0.37 -1.29 -0.67
H 0.2120 3.1184 1.5246 0.08 -0.67 0.09 0.49
H 2.1530 2.2135 3.1328 -0.22 -0.53 -0.35 0.47
H 3.1175 1.1123 -0.9601 0.18 -0.40 -0.14 0.68
H 0.7312 2.2962 -0.9838 -0.10 -0.03 0.11 0.78
O -2.6559 1.2962 -2.4258 -0.50 -0.99 0.90 -0.48
C -2.2478 1.2962 -1.0204 0.37 0.52 0.15 -0.09
C -2.8576 0.0822 -0.3000 -0.02 -0.15 -0.23 0.41
H -2.5798 2.2190 -0.5024 0.14 -0.29 -0.57 0.38
H -1.1348 1.2899 -0.9916 -0.80 -0.01 -0.03 -0.31
C -3.8617 -0.5241 -1.3141 0.01 0.29 -0.15 -0.52
H -3.3739 0.4013 0.6094 0.23 -0.07 -0.10 0.58
H -2.0692 -0.6248 0.0020 -0.50 0.32 -0.07 -0.86
C -3.6941 0.3064 -2.6132 -0.02 0.06 -0.07 -0.50
H -4.8920 -0.3944 -0.9463 0.38 -0.29 -0.10 0.29
H -3.6752 -1.5930 -1.5190 -0.13 0.42 0.22 0.26
H -4.6528 0.7924 -2.8805 0.47 0.03 0.11 0.36
H -3.4282 -0.3504 -3.4614 0.10 0.35 0.21 0.21
O 0.2495 2.2643 4.4441 -0.92 0.52 0.38 -0.62
Cl -1.1189 2.2110 3.9760 0.23 -2.18 -3.64 1.67
O -1.9929 1.6112 4.9504 0.17 0.36 0.20 -0.69
O -1.5878 3.4967 3.5383 0.00 0.34 0.61 -0.67
O -1.1277 1.2939 2.7131 -1.06 3.91 2.09 -0.63
```
Forces are in eV/Å.

Results
<S²>: 6.04
HOMO energy (alpha / beta): -2.08 / -3.02 eV
charge: -1
multiplicity: 5

***

3.
Computed, not measured: C19H28F3N4O3RbS7 as an isolated structure, with ωB97M-V/def2-TZVPD.

```
65
Properties=species:S:1:pos:R:3:forces:R:3:mulliken_charge:R:1
Rb -0.0508 0.3897 -0.7132 -0.57 -0.08 0.21 0.42
C 2.6636 -1.6897 1.4379 -0.67 1.31 0.42 -0.69
O 1.6956 -1.8509 0.4147 0.42 -0.43 0.32 0.37
C 1.8531 -3.0702 -0.2616 -0.49 -0.70 0.10 -0.73
C 0.8401 -3.1488 -1.4003 0.46 0.79 -1.52 -0.49
O -0.4195 -2.5625 -1.1722 -0.14 -0.68 0.01 -0.22
C -1.2029 -3.2410 -0.2218 0.12 1.07 1.23 -0.27
C -2.6414 -2.7458 -0.3771 0.42 -1.43 -0.38 -0.66
O -2.6307 -1.3820 -0.4231 -0.82 1.26 0.48 0.17
C -3.8599 -0.6978 -0.0519 1.34 0.70 -0.76 -0.30
H 3.6902 -1.8360 1.1020 0.04 0.04 -0.35 0.31
H 2.4866 -2.3823 2.2794 -0.10 -0.01 -0.13 0.25
H 2.5149 -0.6328 1.7926 0.37 -1.09 -0.21 0.05
H 1.7445 -3.9500 0.4110 -0.15 0.41 0.18 0.28
H 2.8548 -3.1532 -0.6858 0.13 0.14 -0.23 0.40
H 0.6918 -4.1919 -1.7511 0.31 0.28 0.21 0.37
H 1.2387 -2.5263 -2.2423 -0.09 -0.71 0.61 0.09
H -0.8184 -2.9182 0.7790 -0.33 -0.39 -0.31 0.08
H -1.1275 -4.3407 -0.2747 -0.05 0.19 -0.29 0.37
H -3.2283 -3.1254 0.4593 -0.22 -0.18 0.30 0.38
H -3.0355 -3.2089 -1.3027 -0.17 0.29 0.08 0.25
H -4.7408 -1.0295 -0.6071 0.22 -0.10 -0.18 0.31
H -3.6050 0.3577 -0.2725 -0.56 -0.50 0.00 -0.22
H -4.0387 -0.7593 1.0153 -0.02 -0.38 0.48 0.17
F 7.0459 1.7555 -3.6273 -0.47 -1.64 -0.66 -0.32
C 6.1164 0.7196 -3.4487 -0.57 0.52 1.76 0.68
F 5.5712 0.3688 -4.6379 1.29 0.51 0.92 -0.20
F 6.7969 -0.3626 -2.9131 -0.24 1.16 -1.28 -0.23
C 5.1123 1.2424 -2.4274 -1.50 -0.21 0.74 -0.24
C 5.3000 2.4702 -1.7607 -0.31 -0.82 -0.67 -0.25
C 4.2931 2.9109 -0.9057 0.22 1.03 0.70 -0.77
C 3.1998 2.1023 -0.6139 0.70 0.86 0.45 -0.06
N 3.0442 0.9121 -1.1146 -0.05 -1.13 -1.08 0.09
C 3.9110 0.4472 -2.0698 1.12 0.30 -0.27 -0.04
S 3.6017 -1.0868 -2.7957 -0.05 0.35 0.22 -0.55
H 6.2010 3.0750 -1.9201 -0.48 -0.28 -0.03 0.39
H 4.3530 3.8818 -0.3883 0.16 -0.51 -0.38 0.34
H 2.4667 2.4427 0.1331 0.17 -0.13 -0.37 0.18
S -7.2649 5.1014 -2.4767 -1.39 1.13 -0.16 -0.44
C -5.9967 4.1656 -2.0774 1.15 -1.22 0.42 0.07
S -5.3982 2.9696 -3.1928 0.32 0.59 1.18 -0.15
C -4.0005 2.3842 -2.2570 -1.27 2.34 2.61 0.01
C -3.8734 3.0052 -0.9753 -1.50 -0.71 -2.82 -0.43
S -2.6321 2.7628 0.1189 1.52 -0.26 1.60 -0.35
S -5.1473 4.1875 -0.5416 0.15 -0.63 -1.65 -0.15
S -3.0575 1.2483 -3.0031 1.25 -1.41 -0.82 -0.44
S 0.9139 1.4262 2.3926 0.43 -0.05 0.36 -0.42
C -0.3458 0.7211 3.2540 -0.67 0.19 -0.72 0.10
N -0.2778 -0.5290 3.7683 0.83 -0.09 0.73 -0.04
C -1.2749 -0.9872 4.7495 0.66 0.53 -0.86 -0.79
C -2.6384 -0.6579 4.1390 0.27 0.04 0.92 -0.18
C -2.7673 0.8535 3.8658 -0.36 -0.40 -0.41 -0.47
N -1.5132 1.3765 3.3257 0.21 -0.38 0.11 -0.11
H 0.6949 -0.8274 3.8418 -0.56 -0.12 0.01 0.26
H -1.0759 -0.5066 5.7269 -0.42 -0.11 -0.27 0.31
H -1.1538 -2.0597 4.8619 -0.01 -0.15 0.06 0.43
H -3.3667 -1.0496 4.8630 -0.27 0.45 -0.39 0.43
H -2.7432 -1.2104 3.2015 0.05 0.04 0.09 -0.11
H -3.0315 1.4312 4.7670 -0.03 -0.30 -0.24 0.35
H -3.5556 0.9777 3.0947 0.42 0.28 0.45 0.22
H -1.5112 2.1446 2.6690 -0.63 0.32 -0.02 0.18
N 0.6382 1.4486 -3.1690 0.18 -0.83 -0.99 -0.57
H 1.1840 2.2960 -3.0702 0.13 -0.14 -0.19 0.18
H 0.0455 1.5135 -4.0049 0.16 0.18 0.64 0.17
H 1.2619 0.6309 -3.3156 -0.12 0.92 0.07 0.22
```
Forces are in eV/Å.

Results
HOMO energy: 0.01 eV
charge: -2

***

4.
Computed, not measured: C19H28F9N2O4P3Ti as an isolated structure, with ωB97M-V/def2-TZVPD.

```
66
Properties=species:S:1:pos:R:3:forces:R:3:mulliken_charge:R:1
Ti 0.8915 1.0799 0.3477 -0.49 0.47 0.07 -0.32
C 2.9530 4.6389 0.7791 0.01 0.02 0.02 -1.36
C 1.8736 3.7015 1.2240 -0.06 -0.08 -0.05 1.29
O 1.4304 2.9137 0.2958 0.22 -0.07 0.08 -0.61
C 1.3454 3.7008 2.4857 -0.01 0.00 -0.12 -1.85
C 0.1559 2.9612 2.7509 0.08 0.03 0.28 1.44
C -0.7344 3.4122 3.8751 0.05 -0.06 0.02 -1.46
N -0.1903 1.9621 1.9945 -0.40 0.27 -0.04 0.68
N -1.5010 1.5200 2.1801 -0.01 -0.07 -0.01 -0.80
C -1.8325 0.7761 1.1768 0.32 -0.11 -0.15 0.04
O -1.0425 0.5173 0.1724 -0.10 0.00 0.24 0.39
C -3.1874 0.1727 1.1463 0.02 0.03 -0.03 -0.34
C -3.8098 -0.2419 2.3174 -0.06 0.01 0.03 -0.41
C -5.0610 -0.8399 2.2632 0.03 0.01 0.01 -0.70
C -5.6964 -1.0198 1.0416 0.00 0.00 -0.01 -0.36
C -5.0770 -0.6003 -0.1289 0.01 0.00 0.00 -0.78
C -3.8232 -0.0105 -0.0772 0.00 -0.04 -0.03 0.25
H 3.8128 4.0524 0.4520 0.01 0.01 0.00 0.27
H 3.2507 5.3224 1.5730 0.00 0.00 0.00 0.39
H 2.5999 5.2016 -0.0861 -0.01 -0.01 0.00 0.31
H 1.6960 4.4154 3.2155 -0.01 0.01 -0.01 0.26
H -0.2644 4.2279 4.4221 -0.01 -0.01 0.01 0.44
H -0.9422 2.5807 4.5494 0.00 -0.01 -0.02 0.30
H -1.6965 3.7386 3.4823 0.00 0.03 -0.02 0.28
H -3.2933 -0.0996 3.2575 -0.01 0.00 0.00 0.44
H -5.5388 -1.1736 3.1762 0.00 0.00 0.00 0.37
H -6.6717 -1.4895 1.0013 0.00 0.00 0.00 0.37
H -5.5708 -0.7364 -1.0833 0.00 0.00 0.00 0.40
H -3.3176 0.3137 -0.9784 0.00 0.00 0.01 0.58
C 3.9063 -2.1665 0.0271 0.01 -0.05 0.00 -1.60
P 2.3835 -2.0076 -0.9400 -0.01 -0.07 -0.17 1.61
C 2.9417 -1.6122 -2.6192 0.05 -0.06 -0.01 -1.55
C 1.7999 -3.7731 -1.1680 -0.06 0.02 0.04 -1.03
C 0.5319 -3.7120 -2.0301 0.08 0.04 -0.03 -1.00
P -0.4279 -2.2045 -1.5271 0.12 0.03 -0.07 1.21
C -1.2631 -2.8673 -0.0416 -0.01 -0.02 0.02 -1.13
C -1.7820 -2.2056 -2.7648 -0.05 -0.08 0.04 -1.48
H 3.7033 -2.7137 0.9460 0.00 0.00 -0.02 0.34
H 4.2459 -1.1654 0.2890 0.02 -0.02 0.01 0.34
H 4.6701 -2.6901 -0.5525 0.00 0.01 -0.01 0.46
H 3.4778 -2.4662 -3.0409 0.01 0.01 -0.01 0.43
H 3.5909 -0.7395 -2.5757 -0.01 -0.01 0.00 0.46
H 2.0983 -1.3474 -3.2526 -0.02 -0.02 0.01 0.25
H 1.5712 -4.1609 -0.1722 0.02 -0.01 0.00 0.33
H 2.5815 -4.4025 -1.6076 0.01 0.00 0.00 0.55
H -0.0626 -4.6268 -1.9520 -0.02 0.00 0.00 0.54
H 0.8029 -3.5803 -3.0813 0.00 -0.02 -0.01 0.35
H -1.8633 -3.7498 -0.2801 0.01 -0.01 0.00 0.52
H -1.8990 -2.0988 0.3927 -0.03 0.02 0.01 -0.01
H -0.5115 -3.1245 0.7067 -0.02 0.02 0.00 0.26
H -2.3315 -3.1511 -2.7870 0.00 0.00 -0.01 0.41
H -1.3608 -2.0018 -3.7500 0.00 0.01 0.00 0.38
H -2.4722 -1.3963 -2.5268 0.00 -0.01 0.00 0.31
F 1.6232 -0.0006 3.0265 -0.01 0.00 0.01 -0.36
C 0.9168 -0.4840 1.9565 0.10 -0.19 0.10 0.79
F 1.5826 -1.6659 1.6432 -0.05 0.05 0.09 -0.24
F -0.2439 -0.9566 2.5107 0.00 0.01 -0.04 -0.22
O 2.1514 -0.0394 -0.6257 0.18 -0.09 0.02 -0.32
O 2.7433 0.6500 0.4914 0.12 -0.11 -0.01 -0.34
F 0.3052 1.5196 -1.6708 0.04 0.11 -0.14 -0.57
P 0.8981 2.2361 -3.1089 -0.18 -0.06 -0.04 1.61
F -0.5651 1.9932 -3.7348 0.01 0.01 -0.01 -0.39
F 0.4193 3.6570 -2.5452 0.01 0.04 0.02 -0.39
F 1.4336 2.8870 -4.4708 0.00 0.02 -0.01 -0.35
F 1.3289 0.7584 -3.5958 -0.01 -0.01 -0.02 -0.36
F 2.3167 2.4118 -2.3942 0.12 0.00 -0.03 -0.32
```
Forces are in eV/Å.

Results
<S²>: 0.76
HOMO energy (alpha / beta): -4.09 / -5.12 eV
charge: -1
multiplicity: 2

***

Ordered energy above the lowest of the compared OMol25 structures with the same formula, charge and spin results: 0.4 41.8 0.0 11.1; unit kcal/mol.